Entry w
# C12H23N2O2P2SZr

A structure of composition C12H23N2O2P2SZr (ωB97M-V/def2-TZVPD, OMol25).

Each line ends with the Mulliken charge.
Atoms and positions in Å:
Zr 0.08 -0.25 0.81  0.872
P 1.09 1.33 -2.73  0.650
C -0.50 2.10 -2.14  -1.123
C -1.64 1.72 -1.19  0.774
N -1.52 0.95 -0.05  0.090
C -2.56 0.88 0.84  1.026
C -3.77 1.47 0.58  -0.819
C -3.93 2.22 -0.58  -0.641
C -2.86 2.33 -1.44  -0.738
C -2.44 0.05 2.12  -1.363
P -0.85 -0.14 3.13  0.893
H -2.94 2.94 -2.35  0.484
H -4.57 1.35 1.31  0.508
H -4.88 2.72 -0.79  0.494
H -3.06 0.52 2.89  0.513
H -2.87 -0.95 1.95  0.453
H -0.15 3.05 -1.84  0.484
H -0.99 2.25 -3.12  0.429
H 0.45 6.40 1.18  0.276
O 1.17 6.97 0.97  -0.586
H 1.33 6.82 0.02  0.312
H 2.28 1.74 -2.05  0.152
O 1.58 0.73 -0.28  -0.809
H 2.50 0.57 0.00  0.288
C -0.89 1.22 4.30  -1.186
H -1.76 1.13 4.98  0.435
H 0.04 1.19 4.89  0.425
H -0.94 2.18 3.77  0.408
C -1.19 -1.63 4.11  -1.137
H -0.29 -1.84 4.71  0.428
H -2.05 -1.46 4.78  0.421
H -1.38 -2.49 3.46  0.397
C 0.89 -0.45 -2.94  -0.838
H 1.08 -0.70 -4.00  0.443
H 1.60 -1.00 -2.31  0.151
H -0.13 -0.76 -2.68  0.353
C 1.39 2.02 -4.37  -1.197
H 2.13 1.40 -4.88  0.444
H 0.46 2.06 -4.96  0.429
H 1.80 3.04 -4.25  0.430
S -0.47 -2.64 0.37  -0.172
C 1.17 -2.70 -0.06  0.439
N 2.31 -2.78 -0.38  -0.290

Calculated values
Frontier orbital gap ... 5.587 eV
Charge ... +3

***

Entry x
# C12H23N2O2P2SZr

A structure of composition C12H23N2O2P2SZr (ωB97M-V/def2-TZVPD, OMol25).

Each line ends with the Mulliken charge.
Atoms and positions in Å:
Zr 0.51 0.37 0.67  0.803
P 2.41 -1.37 1.23  0.611
C 2.29 -1.90 -0.44  -0.829
C 1.03 -2.05 -1.12  0.896
N -0.05 -1.26 -0.69  0.003
C -1.24 -1.48 -1.28  0.355
C -1.32 -2.43 -2.28  -0.443
C -0.22 -3.10 -2.85  -0.709
C 1.01 -2.78 -2.34  -0.635
C -2.43 -0.68 -0.81  -0.884
P -2.16 0.99 -0.19  0.932
H 1.94 -3.08 -2.85  0.488
H -2.31 -2.63 -2.65  0.482
H -0.34 -3.82 -3.66  0.484
H -3.12 -0.63 -1.66  0.571
H -2.95 -1.29 -0.07  0.498
H 2.85 2.96 -1.35  0.303
H 3.13 -1.66 -1.12  0.441
H -0.77 6.62 -0.78  0.328
O 2.29 2.52 -0.72  -0.606
H 1.87 3.34 -0.30  0.336
H -0.48 1.60 -0.12  0.180
O -0.66 6.61 0.16  -0.575
H -0.44 5.68 0.34  0.249
C -2.91 2.03 -1.45  -1.302
H -3.84 1.64 -1.89  0.469
H -3.15 3.02 -1.07  0.427
H -2.22 2.18 -2.29  0.414
C -3.23 1.26 1.22  -1.377
H -2.94 2.19 1.72  0.445
H -4.29 1.35 0.99  0.428
H -3.12 0.48 1.98  0.399
C 2.44 -3.09 1.91  -1.038
H 3.50 -3.39 1.85  0.403
H 2.07 -3.18 2.94  0.383
H 1.83 -3.71 1.24  0.375
C 4.05 -0.62 1.57  -1.161
H 4.05 -0.32 2.63  0.395
H 4.85 -1.36 1.38  0.431
H 4.19 0.29 0.95  0.367
S -1.06 0.26 5.14  -0.082
C -0.74 0.22 3.61  0.723
N -0.33 0.23 2.46  -0.978

Calculated values
Frontier orbital gap (spin up / spin down) ... 3.977 / 3.975 eV
Charge ... +3

***

It comes down to entry w, which is 379.4 kJ/mol more stable than the next structure.

***

Entry w
# C3H15NO3

A cluster of 4 separate species, C3H15NO3 in total (ωB97M-V/def2-TZVPD, OMol25).

Each line ends with the Mulliken charge.
Atoms and positions in Å:
C 2.95 -0.13 -2.69  -1.096
C 1.70 0.45 -2.05  -0.270
N 1.82 0.40 -0.55  -0.424
C 0.82 -0.49 0.08  -0.830
H 3.62 0.61 -3.11  0.298
H 2.69 -0.90 -3.43  0.283
H 3.59 -0.71 -1.98  0.312
H 0.85 -0.13 -2.42  0.244
H 1.58 1.49 -2.32  0.346
H 1.71 1.38 -0.25  0.267
H 1.15 -1.50 -0.10  0.260
H 0.79 -0.13 1.11  0.356
H -0.21 -0.36 -0.33  0.256
O -2.25 2.40 5.49  -0.639
H -2.45 2.71 6.38  0.320
H -1.90 1.53 5.71  0.319
O -3.60 -5.48 3.07  -0.634
H -4.08 -5.44 2.23  0.317
H -3.14 -4.63 2.91  0.317
O -1.76 2.85 -3.00  -0.615
H -1.61 2.49 -2.10  0.289
H -2.26 3.60 -2.63  0.324

Calculated values
Frontier orbital gap ... 9.388 eV
SMILES ... CCNC.O.O.O

***

Entry x
# C3H15NO3

A cluster of 4 separate species, C3H15NO3 in total (ωB97M-V/def2-TZVPD, OMol25).

Each line ends with the Mulliken charge.
Atoms and positions in Å:
C -1.39 -1.02 -1.33  -1.416
C -0.39 -0.39 -0.38  0.440
C -1.01 -0.29 1.03  -1.377
N 0.90 -1.09 -0.31  -0.622
H -2.31 -0.44 -1.36  0.372
H -1.06 -1.07 -2.38  0.370
H -1.56 -2.06 -1.03  0.378
H -0.25 0.63 -0.64  0.187
H -0.57 0.50 1.63  0.291
H -2.08 -0.07 0.96  0.405
H -0.87 -1.21 1.60  0.319
H 1.32 -0.95 -1.24  0.243
H 0.72 -2.08 -0.35  0.303
O 2.89 1.76 2.40  -0.651
H 2.75 0.91 1.95  0.364
H 2.11 2.31 2.30  0.304
O 2.85 -1.06 1.81  -0.711
H 2.24 -1.08 1.04  0.491
H 3.50 -1.75 1.68  0.306
O -2.84 2.63 -2.21  -0.628
H -1.96 2.99 -2.02  0.320
H -2.98 2.81 -3.14  0.314

Calculated values
Frontier orbital gap ... 10.926 eV
SMILES ... CC(C)N.O.O.O

***

Entry y
# C3H15NO3

A cluster of 4 separate species, C3H15NO3 in total (ωB97M-V/def2-TZVPD, OMol25).

Each line ends with the Mulliken charge.
Atoms and positions in Å:
C -2.46 0.12 0.13  -1.024
C -2.20 -0.79 1.31  -0.283
C -0.68 -1.01 1.56  -0.683
N 0.18 -0.86 0.40  -0.394
H -1.91 1.06 0.25  0.252
H -3.52 0.32 0.00  0.357
H -2.12 -0.22 -0.85  0.243
H -2.56 -0.26 2.19  0.222
H -2.67 -1.77 1.28  0.313
H -0.58 -1.95 2.13  0.325
H -0.35 -0.30 2.33  0.283
H -0.10 -1.29 -0.48  0.266
H 1.07 -1.26 0.69  0.170
O 0.52 0.23 -2.31  -0.641
H 0.00 0.71 -2.97  0.286
H 0.29 0.66 -1.46  0.347
O 0.89 2.06 0.20  -0.594
H 1.64 2.66 0.32  0.268
H 0.90 1.50 0.99  0.281
O 3.07 -0.16 -0.70  -0.615
H 2.92 0.51 -1.37  0.314
H 2.53 -0.90 -1.02  0.308

Calculated values
Frontier orbital gap ... 9.880 eV
SMILES ... CCCN.O.O.O

***

It comes down to entry x, which is 28.5 kJ/mol more stable than the next structure.

***

Entry w
# C18H22ClF2N3O4

The molecule C18H22ClF2N3O4 (ωB97M-V/def2-TZVPD, OMol25).

Each line ends with the Mulliken charge.
Atoms and positions in Å:
C 4.08 1.56 1.21  -1.115
N 2.86 0.77 1.19  0.311
C 2.92 -0.47 0.42  -1.257
C 2.63 -0.28 -1.06  0.448
C 2.79 -1.57 -1.85  -0.657
C 2.05 -1.54 -3.19  -0.977
N 0.61 -1.52 -2.98  -0.111
C -0.12 -0.38 -3.04  0.108
O 0.26 0.65 -3.56  -0.645
C -1.43 -0.47 -2.34  1.042
C -1.82 -1.23 -1.29  -0.353
C -3.13 -0.75 -0.94  0.431
N -3.95 -1.10 0.06  -0.642
C -5.05 -0.41 0.13  0.269
Cl -6.15 -0.82 1.42  -0.196
C -5.43 0.64 -0.73  -0.425
C -4.58 1.00 -1.76  -0.932
C -3.40 0.28 -1.83  0.455
O -2.37 0.45 -2.70  -0.490
C 1.88 1.15 2.05  0.210
O 2.06 2.08 2.83  -0.685
C 0.52 0.42 2.08  1.224
C 0.61 -0.73 3.08  -1.779
O 0.15 -0.14 0.83  -0.332
C -0.53 1.45 2.55  -1.178
C -1.94 1.06 2.17  0.434
F -2.83 1.76 2.92  -0.339
F -2.16 1.43 0.85  -0.234
H 3.84 2.62 1.29  0.329
H 4.72 1.29 2.05  0.324
H 4.62 1.39 0.28  0.392
H 3.93 -0.88 0.56  0.536
H 2.22 -1.19 0.83  0.144
H 1.61 0.10 -1.15  -0.096
H 3.28 0.49 -1.48  0.282
H 3.85 -1.79 -2.02  0.361
H 2.40 -2.41 -1.26  0.335
H 2.30 -0.64 -3.75  0.377
H 2.31 -2.41 -3.79  0.430
H 0.20 -2.31 -2.52  0.272
H -1.25 -1.98 -0.78  0.282
H -6.37 1.14 -0.57  0.440
H -4.81 1.81 -2.44  0.489
H 0.97 -0.37 4.04  0.429
H -0.38 -1.19 3.21  0.422
H 1.29 -1.51 2.72  0.353
H -0.25 0.54 0.28  0.270
H -0.48 1.56 3.63  0.388
H -0.33 2.43 2.12  0.409
H -2.18 0.00 2.24  0.247

Calculated values
Frontier orbital gap ... 9.076 eV
SMILES ... CN(CCCCNC(=O)c1cc2nc(Cl)ccc2o1)C(=O)[C@](C)(O)CC(F)F

***

Entry x
# C18H22ClF2N3O4

The molecule C18H22ClF2N3O4 (ωB97M-V/def2-TZVPD, OMol25).

Each line ends with the Mulliken charge.
Atoms and positions in Å:
C -2.36 -0.25 2.08  -1.052
N -1.24 -1.18 2.22  0.110
C 0.01 -0.53 2.59  -1.183
C 0.83 -0.09 1.39  0.516
C 2.02 0.78 1.80  -1.010
C 1.76 2.28 1.60  -0.851
N 1.52 2.62 0.22  -0.076
C 0.28 2.87 -0.27  0.408
O -0.74 2.78 0.38  -0.606
C 0.25 3.28 -1.70  0.468
C 1.19 3.85 -2.50  -0.640
C 0.55 4.06 -3.76  0.496
N 1.00 4.58 -4.90  -0.612
C 0.13 4.63 -5.88  0.222
Cl 0.68 5.30 -7.38  -0.186
C -1.20 4.18 -5.81  -0.289
C -1.67 3.63 -4.63  -0.959
C -0.76 3.59 -3.60  0.603
O -0.94 3.12 -2.34  -0.448
C -1.45 -2.47 1.84  0.202
O -2.54 -2.85 1.45  -0.710
C -0.36 -3.57 1.86  1.746
C -0.90 -4.70 2.74  -2.020
O 0.88 -3.13 2.38  -0.546
C -0.20 -4.01 0.40  -1.118
C 0.56 -5.29 0.20  0.320
F 0.75 -5.50 -1.13  -0.297
F 1.82 -5.20 0.76  -0.312
H -3.24 -0.79 1.75  0.382
H -2.56 0.22 3.05  0.316
H -2.12 0.53 1.36  0.279
H -0.27 0.36 3.17  0.435
H 0.60 -1.15 3.26  0.381
H 1.19 -0.98 0.88  -0.050
H 0.19 0.45 0.69  0.194
H 2.29 0.60 2.85  0.411
H 2.91 0.51 1.22  0.407
H 0.87 2.58 2.16  0.304
H 2.59 2.87 1.98  0.439
H 2.30 2.62 -0.42  0.221
H 2.20 4.11 -2.23  0.500
H -1.83 4.26 -6.68  0.414
H -2.68 3.27 -4.52  0.475
H -1.79 -5.16 2.31  0.366
H -0.13 -5.47 2.87  0.449
H -1.16 -4.32 3.73  0.435
H 1.55 -3.77 2.12  0.436
H -1.19 -4.16 -0.04  0.443
H 0.29 -3.22 -0.17  0.279
H 0.08 -6.17 0.63  0.308

Calculated values
Frontier orbital gap ... 9.046 eV
SMILES ... CN(CCCCNC(=O)c1cc2nc(Cl)ccc2o1)C(=O)[C@](C)(O)CC(F)F

***

It comes down to entry w, which is 20.7 kJ/mol more stable than the next structure.